i:
The following is a quantum chemistry calculation of a structure of composition C4H5N2, from the OMol25 dataset.

Summary:
Kohn-Sham gap (alpha / beta) = 7.10 / 7.37 eV
Total charge = +1
Highest occupied orbital energy (alpha / beta) = -14.447 / -14.509 eV
M = 81.1 g mol⁻¹

Geometry as XYZ:
```
11
Properties=species:S:1:pos:R:3:mulliken_charge:R:1
C -0.78686 0.32187 -1.12362 0.27
C 0.18141 0.20545 -1.98143 -0.20
C 1.16376 -0.55717 -0.10780 -0.06
C -1.16916 0.49646 1.24602 -0.65
N -0.54267 0.10867 0.09250 0.00
N 1.08462 -0.67071 -1.41838 -0.03
H 2.02303 -0.91273 0.36414 0.39
H -0.75270 1.40998 1.63879 0.36
H -2.24212 0.78145 0.98691 0.33
H -0.96721 -0.22531 2.12523 0.26
H 2.00792 -0.95797 -1.82236 0.33
```

---

ii:
The following is a quantum chemistry calculation of a cluster of 2 separate species, C4H5N2 in total, from the OMol25 dataset.

Summary:
Kohn-Sham gap = 10.00 eV
Total charge = +1
Highest occupied orbital energy = -14.491 eV
M = 81.1 g mol⁻¹

Geometry as XYZ:
```
11
Properties=species:S:1:pos:R:3:mulliken_charge:R:1
C -0.29867 -0.11081 0.04866 -0.03
C -2.45818 -0.45310 -0.06182 0.27
C 1.76318 0.54590 0.21394 -0.22
C 0.99638 -0.71442 0.04714 -0.07
N -3.01974 0.55191 0.18680 -0.23
N 0.43504 0.79458 -0.49159 -0.15
H -2.52329 -1.43163 -0.32580 0.36
H 1.88687 0.98223 1.22869 0.26
H 2.71570 0.77808 -0.45898 0.25
H 1.17647 -1.61446 -0.62943 0.25
H -2.79333 1.45348 0.53443 0.31
```

---

iii:
The following is a quantum chemistry calculation of the ion C4H5N2 with charge +1, from the OMol25 dataset.

Summary:
Kohn-Sham gap = 10.00 eV
Total charge = +1
Highest occupied orbital energy = -15.474 eV
M = 81.1 g mol⁻¹

Geometry as XYZ:
```
11
Properties=species:S:1:pos:R:3:mulliken_charge:R:1
C -1.17197 1.36965 0.06881 -0.58
C -0.59981 0.20164 -0.11270 0.30
C -0.33435 -1.18024 0.39520 -0.52
C 0.64395 -0.52519 -0.62503 -0.04
N 1.74283 0.00747 -0.17745 0.60
N 2.67405 0.41607 0.24722 -0.22
H -1.95305 1.49546 0.77414 0.26
H -0.77002 2.22087 -0.35252 0.28
H -0.99784 -2.16765 0.17514 0.28
H 0.07162 -1.18872 1.37619 0.28
H 0.69461 -0.64935 -1.76899 0.36
```

---

Ranked by calculated energy, most stable first: iii, ii, i.

---

i:
The following is a quantum chemistry calculation of a cluster of 2 separate species, C4H5N2 in total, from the OMol25 dataset.

Summary:
Kohn-Sham gap = 9.36 eV
Total charge = +1
Highest occupied orbital energy = -14.443 eV
M = 81.1 g mol⁻¹

Geometry as XYZ:
```
11
Properties=species:S:1:pos:R:3:mulliken_charge:R:1
C -0.94769 -1.16612 0.27004 -0.19
C -1.30052 0.19510 0.12478 0.35
C 0.01967 -0.24552 0.07893 -0.04
C 2.82963 0.10104 0.13078 -0.06
N 1.78923 0.76787 0.10711 -0.23
N -2.32398 1.01768 0.09871 -0.32
H -1.50581 -2.04562 0.42061 0.45
H 3.18340 -0.88608 -0.30198 0.25
H 3.84825 0.55620 0.28120 0.29
H -3.22904 0.62327 0.12067 0.25
H -2.17383 2.00440 0.04025 0.26
```

---

ii:
The following is a quantum chemistry calculation of the ion C4H5N2 with charge +1, from the OMol25 dataset.

Summary:
Kohn-Sham gap (alpha / beta) = 9.15 / 7.46 eV
Total charge = +1
Highest occupied orbital energy (alpha / beta) = -15.086 / -15.270 eV
M = 81.1 g mol⁻¹

Geometry as XYZ:
```
11
Properties=species:S:1:pos:R:3:mulliken_charge:R:1
C 0.11354 -0.83145 -0.32215 0.72
C -1.11857 -1.17094 -0.78495 -0.71
C -1.95368 -0.01629 -0.54932 0.15
C 1.81932 0.65956 0.77461 -0.67
N -1.48695 1.00376 -0.03301 -0.34
N 0.79414 -0.02974 0.18925 0.06
H -1.42104 -2.09489 -1.23958 0.42
H -3.00768 -0.08207 -0.84895 0.38
H 1.97134 0.30177 1.80079 0.35
H 1.53968 1.71717 0.80176 0.30
H 2.74990 0.54313 0.21155 0.34
```

---

iii:
The following is a quantum chemistry calculation of a cluster of 2 separate species, C4H5N2 in total, from the OMol25 dataset.

Summary:
Kohn-Sham gap = 10.46 eV
Total charge = +1
Highest occupied orbital energy = -16.211 eV
M = 81.1 g mol⁻¹

Geometry as XYZ:
```
11
Properties=species:S:1:pos:R:3:mulliken_charge:R:1
C -3.20614 -0.09637 0.00244 -0.06
C 1.65046 -0.32906 0.56471 -0.21
C 0.75914 -0.11330 -0.64477 0.02
C 0.50732 1.26593 -0.45159 0.17
N -2.06249 -0.10503 0.04707 -0.30
N 0.90602 0.94900 0.73032 -0.14
H -4.28362 -0.03120 -0.04501 0.35
H 1.40910 -1.04794 1.33322 0.25
H 2.66402 -0.08648 0.47814 0.28
H -0.08057 -0.90574 -0.77748 0.26
H -0.11955 2.06368 -0.89974 0.36
```

---

Ranked by calculated energy, most stable first: iii, ii, i.

---

i:
The following is a quantum chemistry calculation of a cluster of 2 separate species, CH4O4 in total, from the OMol25 dataset.

Summary:
Kohn-Sham gap (alpha / beta) = 10.07 / 7.87 eV
Highest occupied orbital energy (alpha / beta) = -11.282 / -11.005 eV
M = 80.0 g mol⁻¹

Geometry as XYZ:
```
9
Properties=species:S:1:pos:R:3:mulliken_charge:R:1
C -0.52885 0.22551 0.49447 0.40
O 0.62749 0.42940 1.03876 -0.39
O 1.33604 -0.52845 -1.08498 -0.42
O -0.51073 -1.00572 -0.29571 -0.44
O -1.08958 1.19333 -0.31175 -0.47
H 1.86206 -0.08590 -0.39310 0.34
H -0.40746 1.45710 -0.94722 0.35
H -0.00546 -1.66187 0.21518 0.35
H -1.28350 -0.02340 1.28435 0.28
```

---

ii:
The following is a quantum chemistry calculation of an isolated molecule of CH4O4, from the OMol25 dataset.

Summary:
Kohn-Sham gap = 10.64 eV
Highest occupied orbital energy = -10.103 eV
M = 80.0 g mol⁻¹

Geometry as XYZ:
```
9
Properties=species:S:1:pos:R:3:mulliken_charge:R:1
O -1.84339 -0.15389 0.61658 -0.38
O -1.34031 0.12006 -0.71210 -0.31
C 0.19299 -0.28572 -0.62758 0.40
O 0.35614 -1.40461 0.10207 -0.49
O 0.73799 0.88137 -0.20213 -0.44
H -2.83742 -0.00900 0.50139 0.33
H 0.64692 -0.67586 -1.57912 0.21
H -0.06285 -1.39562 1.05787 0.34
H -0.00626 1.48479 -0.10617 0.36
```

---

Ranked by calculated energy, most stable first: ii, i.

---

i:
The following is a quantum chemistry calculation of a structure of composition C3H4Cl2S, from the OMol25 dataset.

Summary:
Kohn-Sham gap = 7.92 eV
Highest occupied orbital energy = -9.063 eV
M = 143.0 g mol⁻¹

Geometry as XYZ:
```
10
Properties=species:S:1:pos:R:3:mulliken_charge:R:1
C 0.55553 0.06072 -0.60592 -0.42
C -0.77689 -0.69148 -0.62239 -0.49
C 0.52762 0.21429 0.87515 0.15
S -0.63018 -1.04628 1.16998 0.04
Cl -1.04061 2.07739 1.41352 -0.42
Cl 1.81340 0.64139 1.86319 -0.07
H 1.38335 -0.60641 -0.86483 0.29
H 0.62902 0.96590 -1.20302 0.25
H -1.62061 -0.02903 -0.79349 0.31
H -0.84064 -1.58650 -1.23219 0.37
```

---

ii:
The following is a quantum chemistry calculation of an isolated molecule of C3H4Cl2S, from the OMol25 dataset.

Summary:
Kohn-Sham gap = 9.77 eV
Highest occupied orbital energy = -9.337 eV
M = 143.0 g mol⁻¹

Geometry as XYZ:
```
10
Properties=species:S:1:pos:R:3:mulliken_charge:R:1
Cl 0.19240 -2.36769 -1.37983 -0.16
C 0.28951 -0.61422 -0.95953 0.27
Cl 1.68739 0.12458 -1.83301 -0.15
C 0.26766 -0.20115 0.74830 -0.62
C -0.59977 0.98372 0.48113 -0.54
S -1.23908 0.40309 -1.22199 -0.08
H 1.30739 -0.11997 0.98822 0.34
H -0.24015 -0.97244 1.42262 0.26
H -1.43629 0.85266 1.23172 0.29
H -0.22905 1.91142 0.52240 0.40
```

---

Ranked by calculated energy, most stable first: ii, i.

---

i:
The following is a quantum chemistry calculation of an isolated molecule of C21H23N3O6S, from the OMol25 dataset.

Summary:
Kohn-Sham gap = 9.44 eV
Highest occupied orbital energy = -9.171 eV
M = 445.5 g mol⁻¹

Geometry as XYZ:
```
54
Properties=species:S:1:pos:R:3:mulliken_charge:R:1
O -0.76905 -4.23476 -3.10415 -0.64
C -1.24642 -3.23384 -2.62761 0.57
C -2.34962 -2.44690 -3.34079 -0.54
O -2.53434 -1.17311 -2.74665 -0.31
C -3.79942 -0.79206 -2.43068 0.58
O -4.76819 -1.44503 -2.72151 -0.63
C -3.81301 0.47080 -1.67317 -0.17
C -2.64094 1.09955 -1.25403 -0.53
C -2.70073 2.25163 -0.49958 -0.21
C -3.93486 2.80221 -0.15672 0.89
O -4.04000 3.92592 0.58175 -0.56
C -5.11053 2.18319 -0.58567 -0.57
C -5.04683 1.02853 -1.33034 -0.62
N -0.89745 -2.67030 -1.44084 0.04
C 0.12095 -3.01188 -0.55851 0.49
C 0.94700 -4.12207 -0.72835 -0.36
C 1.95871 -4.37838 0.18180 -0.88
C 2.17166 -3.53850 1.26491 -0.68
C 1.34478 -2.44407 1.42150 -0.02
S 1.58909 -1.32740 2.79524 1.38
O 1.76290 -2.08294 3.99615 -0.76
O 0.57684 -0.31171 2.75155 -0.65
N 3.10984 -0.65221 2.47462 -0.19
C 3.22369 0.56236 1.80750 0.45
N 3.95603 1.44985 2.32798 -0.75
C 4.13838 2.72646 1.68873 -0.66
C 2.83924 3.53224 1.56791 -0.71
C 1.97078 3.12692 0.37874 -0.89
C 1.40841 1.70993 0.47652 0.06
C 2.50248 0.63803 0.48719 -0.57
C 0.32325 -2.17399 0.53824 -0.44
H -2.06688 -2.32533 -4.39108 0.34
H -3.28974 -3.01262 -3.30182 0.35
H -1.68103 0.68705 -1.52415 0.65
H -1.78894 2.72890 -0.16610 0.13
H -3.16650 4.24723 0.83948 0.30
H -6.05494 2.62628 -0.31424 0.43
H -5.94627 0.53214 -1.66009 0.47
H -1.40259 -1.82508 -1.19915 -0.06
H 0.78812 -4.77105 -1.57412 0.56
H 2.58916 -5.24239 0.04049 0.40
H 2.95183 -3.71910 1.98530 0.45
H 3.68454 -0.68213 3.30728 0.37
H 4.84523 3.27361 2.31892 0.36
H 4.58922 2.60729 0.69427 0.32
H 2.27375 3.41312 2.49414 0.32
H 3.09959 4.58805 1.46356 0.39
H 1.13795 3.83137 0.30103 0.30
H 2.55891 3.21609 -0.53941 0.35
H 0.80356 1.60003 1.37858 0.38
H 0.76331 1.53363 -0.38894 0.04
H 2.07669 -0.33888 0.26262 -0.15
H 3.24331 0.87414 -0.28474 0.63
H -0.30091 -1.31083 0.71647 0.58
```

---

ii:
The following is a quantum chemistry calculation of an isolated molecule of C21H23N3O6S, from the OMol25 dataset.

Summary:
Kohn-Sham gap = 8.59 eV
Highest occupied orbital energy = -8.523 eV
M = 445.5 g mol⁻¹

Geometry as XYZ:
```
54
Properties=species:S:1:pos:R:3:mulliken_charge:R:1
C 2.48469 0.99648 -0.52696 -0.65
C 3.66979 0.52690 0.30891 -0.59
C 3.26851 -0.40464 1.45642 -0.66
C 2.91677 0.33218 2.75552 -1.48
C 1.72182 1.22808 2.63340 0.14
C 0.44549 0.72990 2.56294 0.70
O 0.22275 -0.58198 2.59800 -0.54
N -0.65668 1.53118 2.45922 -0.08
C -0.48257 2.80924 2.42167 0.28
S -1.85368 3.90772 2.30461 -0.30
C -3.24562 2.80257 1.85085 0.13
C -3.47687 1.66913 2.82993 -1.05
C -2.84755 0.47392 2.15021 0.38
O -2.59231 -0.59475 2.64204 -0.70
N -2.67881 0.79020 0.80688 0.41
C -2.15624 -0.12900 -0.13890 0.66
C -2.62928 -1.43664 -0.15520 -0.33
C -2.10603 -2.33590 -1.06174 -1.04
C -1.11898 -1.93781 -1.95951 0.52
C -0.59200 -2.94404 -2.91895 0.46
O -1.02310 -4.06671 -3.01764 -0.63
O 0.42194 -2.46573 -3.64758 -0.32
C 0.99607 -3.34740 -4.61305 -0.26
C 0.19546 -3.35232 -5.90730 -1.12
C -0.65852 -0.62479 -1.94172 -1.21
C -1.16951 0.27730 -1.02946 -0.03
C -2.90211 2.12527 0.53149 0.12
O -2.82621 2.65024 -0.54301 -0.58
N 0.72480 3.39131 2.49228 -0.08
C 1.92779 2.65046 2.61471 0.45
O 2.97471 3.25391 2.69397 -0.71
H 1.94087 0.14164 -0.92449 0.05
H 1.79755 1.59200 0.06892 0.01
H 2.82795 1.60718 -1.35945 0.48
H 4.36232 -0.00270 -0.34966 0.38
H 4.19499 1.39342 0.71433 0.33
H 4.10262 -1.07209 1.68238 0.32
H 2.42109 -1.02214 1.15338 0.41
H 2.71440 -0.41463 3.52686 0.44
H 3.76386 0.94650 3.06457 0.40
H -0.73366 -0.77175 2.62823 0.30
H -4.08112 3.49356 1.73522 0.56
H -3.03056 1.83018 3.80986 0.35
H -4.54244 1.47222 2.97035 0.35
H -3.39442 -1.74484 0.53920 0.44
H -2.45398 -3.35692 -1.09303 0.47
H 2.00717 -2.96838 -4.77538 0.31
H 1.03773 -4.35666 -4.19042 0.33
H 0.11017 -2.34247 -6.30156 0.30
H -0.80125 -3.74664 -5.72527 0.32
H 0.69359 -3.97977 -6.64065 0.39
H 0.10034 -0.31569 -2.64256 0.45
H -0.80861 1.29291 -1.01296 0.49
H 0.81686 4.40079 2.47009 0.27
```

---

Ranked by calculated energy, most stable first: ii, i.

---

i:
The following is a quantum chemistry calculation of a structure of composition CH7IN3, from the OMol25 dataset.

Summary:
Kohn-Sham gap (alpha / beta) = 8.12 / 8.12 eV
Total charge = +1
Highest occupied orbital energy (alpha / beta) = -13.439 / -13.439 eV
M = 188.0 g mol⁻¹

Geometry as XYZ:
```
12
Properties=species:S:1:pos:R:3:mulliken_charge:R:1
C -0.91198 -0.28271 0.29836 0.06
N -0.67615 0.75378 1.12214 -0.42
N -0.19204 -0.57277 -0.81964 0.10
N 0.72634 0.43149 -1.19946 -0.64
I -2.89801 -0.98469 -0.31606 0.26
H -0.24262 -1.96077 1.42629 -0.08
H 1.11788 0.12108 -2.30922 0.35
H -1.48514 1.34454 1.39737 0.29
H 0.05557 -1.54779 -1.07300 0.32
H 0.33119 1.38700 -0.91457 0.26
H 0.33044 0.98230 1.07104 0.31
H 0.28684 -2.42724 1.30492 0.18
```

---

ii:
The following is a quantum chemistry calculation of a cluster of 2 separate species, CH7IN3 in total, from the OMol25 dataset.

Summary:
Kohn-Sham gap = 9.33 eV
Total charge = +1
Highest occupied orbital energy = -13.127 eV
M = 188.0 g mol⁻¹

Geometry as XYZ:
```
12
Properties=species:S:1:pos:R:3:mulliken_charge:R:1
C 1.04694 0.76975 -0.66660 0.13
N 0.75571 -1.26014 0.35453 -0.63
N 0.98344 -0.54295 -0.83380 0.18
N 0.73838 1.44707 0.42420 -0.32
I -3.37328 -0.63457 0.83807 -0.09
H 1.14392 1.15220 -1.68589 0.35
H -0.19663 -1.09247 0.69480 0.17
H 0.92786 -2.22664 0.50569 0.27
H 1.28710 -1.17131 -1.52006 0.24
H -4.66678 0.14080 0.18610 0.14
H 0.49787 2.44524 0.39634 0.27
H 0.85548 0.97301 1.30660 0.29
```

---

Ranked by calculated energy, most stable first: ii, i.